{"formula": "C44H100N4O8", "method": "ωB97M-V/def2-TZVPD", "lumo_ev": 0.66, "total_energy_ha": -2556.9745, "homo_energy_ev": -7.891, "smiles": "CC1(C)CCCC(C)(C)N1O.CC1(C)CCCC(C)(C)N1O.CC1(C)CCCC(C)(C)N1O.CC1(C)CCCC(C)(C)N1O.CCO.CCO.CCO.CCO", "spin_multiplicity": 1, "homo_lumo_gap_ev": 8.548, "de_lowest_kj_mol": 584.4, "species": ["H", "H", "H", "H", "N", "H", "H", "C", "O", "H", "H", "H", "H", "C", "C", "H", "H", "H", "H", "H", "H", "O", "H", "C", "H", "H", "C", "H", "O", "C", "C", "C", "H", "H", "H", "H", "H", "H", "H", "H", "H", "C", "H", "H", "C", "C", "H", "H", "C", "H", "H", "H", "C", "C", "H", "H", "H", "H", "H", "H", "H", "C", "C", "H", "H", "C", "N", "H", "N", "C", "H", "C", "O", "O", "O", "H", "C", "H", "C", "C", "H", "O", "C", "C", "C", "H", "C", "H", "H", "C", "H", "H", "H", "H", "C", "H", "C", "H", "H", "H", "H", "H", "H", "H", "C", "C", "H", "H", "H", "H", "H", "H", "H", "H", "H", "H", "H", "H", "C", "C", "H", "H", "O", "C", "H", "C", "H", "C", "H", "H", "C", "H", "H", "H", "H", "H", "H", "H", "H", "H", "C", "C", "H", "C", "H", "H", "C", "C", "H", "H", "C", "H", "N", "H", "C", "H"], "xyz": [[-9.702, -1.985, 2.320], [6.758, 12.480, -2.074], [5.333, 6.899, -1.322], [4.289, 1.445, -10.279], [0.972, -2.245, 2.939], [4.496, 7.466, 1.150], [-1.075, -3.011, 4.370], [-11.527, -0.288, 2.653], [7.477, 9.851, 0.023], [-8.444, -2.772, 0.387], [-10.185, -0.048, -1.778], [1.318, -1.885, 5.776], [1.250, -3.904, -10.799], [-10.787, -0.399, 1.269], [-11.052, -0.657, -2.037], [-6.705, -3.709, 8.961], [-13.655, -0.472, 0.525], [-8.176, -4.056, 11.654], [-10.080, -3.289, -1.289], [3.553, -3.018, -12.631], [11.201, -2.685, 4.906], [-12.959, 0.104, 0.199], [5.056, -3.624, -7.739], [1.170, -1.045, 5.097], [1.002, 0.616, 3.133], [-3.951, -9.506, -5.149], [0.034, -1.148, 0.986], [7.974, -1.267, 14.821], [7.295, -3.034, 14.335], [9.074, -2.637, 4.974], [6.038, -0.961, -10.630], [-11.467, -1.534, -0.854], [8.914, -2.002, 13.553], [2.131, -0.758, 4.670], [-0.673, 0.854, 1.346], [-9.072, 0.946, 0.736], [4.795, 9.061, 1.820], [-1.036, -1.839, 5.614], [-12.894, -3.074, -0.574], [8.971, -3.720, 5.041], [8.941, -2.481, 3.903], [-1.003, -3.258, 1.641], [4.988, 12.784, 1.396], [-0.878, -4.332, 1.778], [3.884, -3.452, -11.687], [5.580, 11.887, 1.215], [3.338, -4.534, -9.479], [4.124, -1.228, -7.729], [10.443, -2.197, 5.519], [-6.427, -3.945, 11.371], [6.954, 7.494, -0.890], [-1.993, -1.347, 4.295], [0.332, -2.469, 1.626], [-9.641, -1.297, 1.476], [2.320, 10.543, -1.000], [-4.645, -9.519, -2.894], [2.424, -0.281, -11.436], [0.947, -2.414, -10.111], [3.869, 12.611, -0.914], [-10.873, -3.292, 0.157], [3.586, -4.499, -11.750], [4.307, 11.625, -1.070], [7.892, -1.812, 13.880], [-7.511, -6.153, 11.380], [5.515, -3.437, -9.387], [-9.148, -1.969, 0.172], [6.194, 10.144, -0.422], [6.203, -0.178, -11.370], [3.526, -1.353, -10.520], [-10.151, 0.972, 0.892], [6.737, -1.572, 11.976], [1.614, -2.878, -10.838], [10.602, -2.511, 6.930], [1.246, -3.483, 3.516], [-7.355, -5.671, 10.565], [-12.059, -1.148, 3.060], [-7.506, -3.555, 9.685], [5.355, 1.072, -8.855], [0.108, 0.003, 3.249], [-5.036, -9.525, -5.043], [3.293, 8.337, -1.122], [-4.927, -11.498, -3.613], [1.384, -3.138, 0.690], [3.127, -2.718, -10.652], [3.375, 10.513, -0.724], [2.202, -3.437, 3.592], [-1.104, -1.933, 4.531], [0.743, -0.336, 5.807], [4.973, -3.411, -11.665], [-0.685, -0.104, 1.867], [8.064, 9.954, -0.730], [-8.438, -3.811, 9.182], [10.418, -1.127, 5.309], [7.689, 12.491, -0.606], [-12.687, -2.289, -1.301], [0.976, -0.646, 0.766], [4.758, -3.131, -8.665], [1.039, -3.353, -0.322], [1.184, -2.474, -11.755], [-1.355, -3.075, 0.625], [-11.925, -0.172, -2.473], [5.179, 11.190, 1.951], [-5.482, -8.537, -5.157], [5.759, -1.442, -7.994], [3.996, 9.169, -1.076], [3.410, -3.456, -9.334], [-10.467, 1.809, 1.515], [-12.532, -2.781, -2.261], [2.668, -3.320, -8.547], [-10.493, 1.263, -0.101], [-8.717, -1.324, -0.594], [-7.658, -2.487, 9.840], [-6.239, -10.076, -3.212], [7.236, -3.668, 13.616], [-8.704, -0.760, 1.624], [8.269, -2.149, 5.523], [3.617, 0.983, -8.784], [-1.714, -0.446, 1.976], [6.678, 12.615, -0.995], [0.242, -1.342, 3.952], [-10.685, -1.415, -2.729], [1.798, -4.045, 1.131], [3.302, -0.600, -11.658], [5.142, 8.341, 1.079], [-0.538, 0.670, 3.818], [-10.365, -2.589, -0.504], [-5.223, -11.846, -2.769], [5.705, 11.486, -0.315], [3.334, 10.516, 0.365], [-13.583, -1.670, -1.258], [5.952, 7.788, -1.200], [6.286, 8.115, -2.185], [4.246, 9.147, -2.137], [-10.883, 0.065, 3.459], [6.104, 7.944, 1.402], [-12.332, 0.441, 2.564], [6.502, 12.330, 1.591], [-1.806, -2.978, 2.323], [6.958, -1.091, -10.060], [2.262, -2.511, 0.540], [-7.365, -4.349, 10.988], [7.039, -0.991, 12.847], [-5.438, -10.253, -5.748], [5.288, 8.889, -0.370], [-0.456, -1.360, 0.035], [4.487, 11.547, -2.142], [4.804, -1.597, -8.496], [-5.221, -10.119, -3.600], [6.192, -1.901, -11.159], [7.585, -0.126, 12.471], [4.678, -0.796, -9.843], [6.097, -0.650, 13.278], [-11.861, -0.766, 0.257], [6.382, 13.643, -0.785], [4.474, 0.787, -9.429], [11.528, -2.436, 7.171]], "forces_ev_per_angstrom": [[-0.44, -0.37, -0.36], [-0.28, -0.09, -0.06], [-0.08, 0.08, 0.18], [0.56, -0.21, -0.22], [-0.73, 1.83, 0.22], [-0.35, 0.07, -0.40], [-0.69, 0.17, -0.33], [-0.41, 0.98, -0.27], [0.17, 0.43, 1.07], [0.23, 0.19, 0.09], [-0.38, 0.48, -0.22], [0.20, -0.52, -0.35], [0.63, -0.34, -0.17], [-2.35, 2.37, 1.17], [0.81, -1.32, -0.22], [0.16, -0.11, 0.32], [-0.35, 0.23, 0.16], [-0.13, -0.40, 0.17], [-0.16, 0.68, -0.85], [0.38, -0.01, -0.40], [0.29, 0.09, 0.18], [0.79, -0.12, -0.58], [-0.74, -0.19, 0.07], [0.66, -0.96, 0.78], [0.45, -0.70, -0.18], [-0.04, 0.32, -0.48], [0.50, 1.92, 0.14], [0.05, 0.38, -0.20], [-0.13, 0.23, -0.29], [0.23, -0.95, 0.63], [0.16, -0.23, -0.40], [-0.27, -0.02, -2.19], [-0.01, 0.06, -0.40], [0.08, 0.33, 0.40], [-0.14, 0.03, 0.11], [0.03, 0.01, 0.60], [0.01, 0.10, -0.19], [0.04, 0.05, 0.16], [0.04, -0.24, 0.09], [-0.15, -0.10, 0.46], [0.33, 0.64, 0.03], [0.31, -0.52, -0.61], [-0.74, 0.13, -0.62], [0.24, -0.03, -0.04], [-0.12, -0.61, -2.45], [-0.10, 1.49, -0.16], [0.07, -0.08, -0.52], [-0.68, -0.21, -0.31], [-0.88, -0.14, -0.34], [0.33, -0.71, 0.74], [-0.22, -0.29, 1.10], [-0.09, -0.57, -0.69], [-0.03, -0.42, 0.31], [2.85, -1.62, -1.58], [0.19, 0.50, -0.62], [0.55, -0.22, 0.10], [-0.18, 0.56, -0.64], [0.71, 0.42, 0.68], [0.20, 0.02, 0.35], [0.07, 0.09, 0.67], [-0.02, -0.07, 0.18], [1.04, -0.19, -0.46], [-0.81, 0.24, 0.10], [0.10, -0.77, -0.17], [0.43, 0.18, -0.01], [-1.68, -1.48, -0.30], [-1.53, -2.07, -2.41], [-0.11, 0.09, 0.09], [-0.01, 1.52, 1.59], [-0.78, 0.67, -1.13], [0.29, -0.29, -0.03], [-1.34, 0.33, -0.58], [-0.59, 0.18, -1.20], [0.09, -0.69, 0.51], [-0.06, -0.87, 1.18], [0.44, -0.67, -0.58], [-1.22, 0.60, -0.25], [0.12, 0.13, -0.28], [-2.80, 0.64, -1.74], [0.19, -1.26, 1.68], [-0.07, -0.16, 1.13], [0.78, -0.19, -0.07], [0.27, -0.30, 0.58], [0.07, -1.19, 2.36], [-0.22, -1.24, 1.82], [0.10, -0.34, 0.20], [1.50, 0.50, 0.51], [0.04, 0.63, -0.53], [-0.20, 0.15, 0.36], [1.09, -1.18, 0.31], [-0.07, -0.01, -0.30], [-0.04, -0.47, -0.08], [0.75, 0.27, 0.46], [0.02, -0.01, 0.19], [-0.68, -1.12, 0.32], [0.32, -0.23, -0.31], [-0.44, 1.13, -1.59], [-0.48, -0.10, 0.16], [0.56, -0.01, -0.53], [-0.45, -0.49, -0.02], [0.36, 0.46, 0.14], [0.29, -0.48, -0.47], [0.10, -0.13, 0.03], [0.39, 0.66, -0.43], [-0.51, 0.70, -1.47], [0.39, -0.90, 2.26], [0.28, -0.16, 0.34], [-0.26, 0.22, -0.14], [-0.47, 0.66, -0.20], [-0.34, 0.02, -0.04], [0.33, 0.52, 0.50], [0.51, 0.17, 0.30], [-0.42, 0.63, -0.40], [0.04, 0.05, -0.17], [-0.49, 0.74, 1.16], [-0.04, -0.09, -0.07], [-0.16, -0.65, 0.17], [-0.15, 0.32, 0.51], [-0.30, -1.86, 0.61], [-0.01, -0.24, -0.93], [0.05, 0.34, -0.69], [-0.37, -0.24, -0.06], [-0.79, 0.16, -1.09], [0.27, -0.05, -0.07], [-0.05, -0.15, 0.62], [-0.74, 0.01, 0.84], [0.10, -0.19, -0.01], [-0.46, 2.34, 1.00], [-0.31, -0.01, 0.43], [0.13, 0.12, -0.69], [1.50, -0.09, -0.54], [-0.91, 0.49, -0.43], [0.22, 0.63, -0.37], [0.32, 0.07, -0.18], [0.20, 0.37, 0.08], [0.13, 0.33, -0.07], [0.62, -0.85, -0.01], [0.40, 0.51, 0.02], [-0.19, 0.98, 0.94], [-0.14, 0.45, 0.26], [0.34, 2.56, -2.22], [0.31, -0.71, 0.53], [-0.11, 0.25, -0.11], [1.48, 0.08, 0.68], [-0.14, 0.30, -0.01], [0.35, 0.17, -0.19], [1.02, -0.25, 0.22], [-1.16, 0.80, -0.74], [-1.07, -0.12, -0.39], [0.11, 0.01, 0.17], [1.07, -0.07, 1.89], [0.14, 0.04, 0.29], [2.48, -1.40, 4.00], [-0.37, -0.21, 0.14], [-0.04, -1.82, -0.57], [0.05, 0.09, -0.16]]}